Entry 1:
Formula: C16H40AlF3O18S6
Source: OMol25
Level of theory: ωB97M-V with the def2-TZVPD basis set

Geometry as ORCA input:
```
! RIJCOSX wB97M-V def2-TZVPD def2/J DEFGRID3
* xyz 3 2
Al -1.37139 2.33382 1.76939
C -4.84915 -1.79053 3.31502
F -6.12620 -2.21059 3.34289
F -4.24743 -2.27737 4.37611
F -4.29398 -2.25988 2.22122
S -4.72150 0.16642 3.30877
O -3.38815 0.53415 3.01054
O -5.60715 0.65410 2.27012
O -5.06581 0.45757 4.69948
O 0.16446 1.26133 -0.52531
S 1.33157 0.99917 -1.36404
O 2.40591 1.98537 -1.66118
O 2.07907 -0.42811 -0.96213
C 3.07866 -0.87398 -1.82043
C 2.49843 -2.11133 -2.49709
C 0.67253 0.54693 -3.03483
H 3.98051 -1.14316 -1.27061
H 3.29243 -0.08225 -2.53846
H 2.46597 -2.92702 -1.77480
H 3.16113 -2.37979 -3.31980
H 1.52438 -2.03705 -2.98062
H 0.18547 -0.41695 -2.88718
H 1.56554 0.45350 -3.65282
H -0.05385 1.26719 -3.41123
O 3.73545 2.36556 3.29586
S 2.82054 1.39525 2.70054
O 1.45477 1.67480 2.26407
O 3.63560 0.65453 1.50121
C 5.04656 0.45075 1.66890
C 5.57451 -1.01565 1.40511
C 2.84754 0.05369 3.87646
H 5.41206 0.88472 2.59959
H 5.52425 1.10203 0.93695
H 6.62713 -1.24497 1.57091
H 5.22918 -1.40821 0.44869
H 5.09283 -1.78218 2.01216
H 2.72190 0.50668 4.85989
H 3.86497 -0.33633 3.90499
H 2.14495 -0.76080 3.70019
O -2.67819 2.63830 -2.94306
S -1.96360 3.73400 -2.27848
O -1.84944 3.78970 -0.80466
O -0.38293 3.93552 -2.97293
C 0.41225 5.06658 -2.56658
C 1.88055 5.00232 -2.95523
C -2.71741 5.42260 -2.70112
H 0.21793 5.46940 -1.57256
H -0.07632 5.76486 -3.24613
H 2.56565 4.69668 -2.16445
H 2.27668 5.92599 -3.37716
H 1.96139 4.28152 -3.76887
H -3.67263 5.55362 -2.19272
H -2.69366 5.43537 -3.79079
H -2.02010 6.17408 -2.33078
O -2.64381 1.06677 -0.51194
S -3.01724 -0.03658 -1.40861
O -2.23814 -0.51919 -2.55160
O -3.29835 -1.40269 -0.44578
C -3.75256 -2.58558 -1.09882
C -2.67241 -3.59971 -1.39694
C -4.72508 0.34434 -1.80341
H -4.34051 -2.31848 -1.97693
H -4.44970 -2.90628 -0.32471
H -1.84703 -3.12583 -1.92825
H -2.88502 -4.49714 -1.97790
H -2.19990 -3.93850 -0.47497
H -5.33065 0.53693 -0.91780
H -5.16986 -0.46628 -2.38062
H -4.78185 1.26719 -2.38066
O -1.01435 -0.55879 1.60552
S -0.40232 -1.84111 1.23419
O -0.29952 -2.12128 -0.17883
O 1.07719 -1.88130 2.06910
C 1.99159 -2.80627 1.53334
C 2.61756 -3.41414 2.77214
C -1.10274 -3.33709 2.22665
H 2.74732 -2.23227 0.99714
H 1.54606 -3.62918 0.97441
H 2.81036 -2.65010 3.52525
H 3.57745 -3.92782 2.71891
H 1.77790 -3.97851 3.17780
H -2.13079 -3.46752 1.88870
H -1.10063 -2.95152 3.24618
H -0.41684 -4.17400 2.09544
*
```

Calculated values
molecular weight = 796.9 g mol⁻¹
HOMO energy (alpha / beta) = -18.26 / -18.25 eV

Entry 2:
Formula: C54H64N4Pt
Source: OMol25
Level of theory: ωB97M-V with the def2-TZVPD basis set

Geometry as ORCA input:
```
! RIJCOSX wB97M-V def2-TZVPD def2/J DEFGRID3
* xyz 2 5
Pt 0.17736 -0.01730 -0.96371
C 1.51267 -1.93569 -3.24018
C 2.93519 -1.38913 -3.09931
C 3.04178 0.03785 -3.64572
C 3.51429 -1.57457 -1.70230
C 4.47091 -2.55786 -1.53850
C 5.12576 -2.74570 -0.32520
C 4.84524 -1.92496 0.75420
C 3.91278 -0.90045 0.66718
C 3.52120 -0.17770 1.94922
C 4.72764 0.17890 2.81957
C 2.50074 -1.00725 2.73864
C 3.23538 -0.73183 -0.58514
N 2.26093 0.23749 -0.71071
C 2.54357 1.52532 -0.29090
C 1.47410 2.37238 0.12752
N 0.24474 1.93073 0.09548
C -0.86243 2.81833 0.19968
C -1.11069 3.68779 -0.88434
C -2.28462 4.43466 -0.84970
C -3.16212 4.34217 0.21746
C -2.85911 3.52721 1.29463
C -1.70235 2.75453 1.31900
C -1.41946 1.92275 2.55988
C -1.63306 0.42688 2.32889
C -0.05454 2.18276 3.20291
C -0.16814 3.80900 -2.07967
C -0.48830 2.77943 -3.16734
C -0.14717 5.21689 -2.67455
C 2.05716 3.68011 0.47832
C 1.58579 4.87289 0.97923
C 2.51002 5.91762 1.19811
C 3.85452 5.78181 0.92459
C 4.35463 4.56296 0.40455
C 5.69920 4.25358 0.06188
C 6.02974 3.00588 -0.45229
C 5.08107 1.99897 -0.65469
C 3.75432 2.25614 -0.29818
C 3.42621 3.55485 0.20476
H 1.24063 -2.02793 -4.29211
H 0.79344 -1.23229 -2.79980
H 1.39425 -2.90753 -2.75918
H 3.56775 -2.01160 -3.73402
H 2.32621 0.71239 -3.17259
H 2.83485 0.03768 -4.71683
H 4.04459 0.44697 -3.50315
H 4.73467 -3.17806 -2.38722
H 5.86343 -3.53235 -0.22759
H 5.35057 -2.10110 1.69420
H 3.03120 0.75986 1.70419
H 5.18570 -0.69941 3.27695
H 4.40616 0.82839 3.63448
H 5.49430 0.70453 2.24664
H 2.89409 -1.99925 2.97383
H 1.56604 -1.12665 2.18556
H 2.26532 -0.50714 3.67980
H -2.51354 5.10975 -1.66406
H -4.06804 4.93553 0.22505
H -3.52408 3.50039 2.15077
H -2.17008 2.24174 3.28601
H -0.84792 0.01270 1.69347
H -2.60168 0.23194 1.86323
H -1.60105 -0.10611 3.28171
H 0.75743 1.72350 2.63523
H -0.03468 1.75153 4.20553
H 0.14898 3.25123 3.29833
H 0.84845 3.60570 -1.74759
H -1.51204 2.89304 -3.53228
H -0.36915 1.75033 -2.80471
H 0.18436 2.89952 -4.01893
H -1.07846 5.45996 -3.18892
H 0.65344 5.29346 -3.41138
H 0.02287 5.97167 -1.90529
H 0.53627 5.02236 1.20269
H 2.14706 6.85777 1.59245
H 4.52756 6.61045 1.10848
H 6.47489 4.99976 0.18595
H 7.06175 2.81354 -0.71571
H 5.37447 1.04591 -1.07844
C -6.67014 -1.90073 -1.08522
C -6.17298 -0.68310 -0.28848
C -6.37274 -0.92868 1.21493
C -6.98149 0.54722 -0.69888
C -4.68966 -0.50605 -0.56654
C -4.15214 0.62446 -1.16930
C -2.78949 0.71643 -1.37342
N -1.93666 -0.24825 -1.02046
C -2.43338 -1.36178 -0.44399
C -3.78354 -1.50745 -0.21083
C -1.44282 -2.38888 -0.04738
C -1.79968 -3.69705 0.23725
C -0.83785 -4.63710 0.58878
C 0.48411 -4.18854 0.62559
C 0.77844 -2.87980 0.32438
N -0.16534 -1.98751 0.00095
C -1.17002 -6.08747 0.89863
C -0.48854 -6.97025 -0.16086
C -2.67533 -6.34927 0.87350
C -0.62911 -6.43935 2.29232
H -7.73415 -2.05174 -0.89602
H -6.14775 -2.81491 -0.79529
H -6.53357 -1.75274 -2.15817
H -7.43745 -1.03939 1.42533
H -5.99715 -0.08991 1.80576
H -5.87646 -1.83925 1.55626
H -8.03184 0.38308 -0.45809
H -6.92026 0.73660 -1.77303
H -6.65638 1.44299 -0.16397
H -4.77278 1.45089 -1.48177
H -2.36454 1.59524 -1.83336
H -4.13845 -2.40216 0.28122
H -2.83695 -3.98713 0.16286
H 1.29525 -4.85556 0.88372
H 1.79861 -2.52262 0.34452
H -0.85371 -6.73683 -1.16356
H -0.70628 -8.01959 0.04369
H 0.59588 -6.84683 -0.15225
H -3.10659 -6.17365 -0.11507
H -3.20594 -5.73693 1.60715
H -2.86105 -7.39382 1.12384
H 0.45559 -6.33832 2.35185
H -0.87333 -7.47678 2.52330
H -1.07726 -5.80707 3.06209
*
```

Calculated values
molecular weight = 964.2 g mol⁻¹
energy relative to the best compared isomer or geometry (same formula, charge and spin) = 1.1 kJ/mol
HOMO energy (alpha / beta) = -12.02 / -13.42 eV

Entry 3:
Formula: C10H21N5O4
Source: OMol25
Level of theory: ωB97M-V with the def2-TZVPD basis set

Geometry as ORCA input:
```
! RIJCOSX wB97M-V def2-TZVPD def2/J DEFGRID3
* xyz 0 1
H 1.63333 4.38295 -0.04978
N 0.59401 4.23240 -0.57251
C -0.35429 4.29349 0.20931
N -0.12944 4.72275 1.61311
N -1.64350 4.08673 -0.19645
C -2.38674 2.95099 0.42693
C -1.69005 1.71708 0.99608
C -0.94141 0.97301 0.07450
C 0.37849 0.47032 0.77069
N 1.25224 1.52534 1.08518
C 0.99247 -0.52168 -0.23176
O 1.55980 -0.02138 -1.22678
N 0.75479 -1.87200 -0.00290
C 0.78126 -2.85506 -1.16423
C -0.42968 -2.68833 -2.04928
O -1.19205 -1.80410 -1.75918
O -0.17668 -3.36741 -3.18363
C 0.92559 -4.36775 -0.69087
C 1.94174 -4.30589 0.59851
O -0.34558 -4.95298 -0.19619
H -1.03226 4.75537 2.07296
H 0.62002 4.40305 2.15959
H -1.69793 3.69187 -1.11528
H -2.96481 3.41952 1.25904
H -3.09962 2.85293 -0.40931
H -2.44197 1.20510 1.85081
H -1.02576 2.25708 1.70878
H -0.60939 1.63190 -0.77385
H -1.54981 0.05486 -0.37318
H 0.01173 -0.00106 1.66583
H 2.30352 1.43620 1.05918
H 1.00974 2.18795 0.12803
H 0.11968 -2.15364 0.86323
H 1.64832 -2.53087 -1.72797
H -0.78925 -2.79360 -3.93628
H 1.34796 -4.79080 -1.71975
H 2.94214 -3.53261 0.27609
H 2.34492 -5.47635 0.64968
H 1.30036 -3.59247 1.38960
H 0.03811 -5.62291 0.52205
*
```

Calculated values
SMILES = [H]/N=C(\N)NCCC[C@H](N)C(=O)N[C@H](C(=O)O)[C@@H](C)O
molecular weight = 275.3 g mol⁻¹
energy relative to the best compared isomer or geometry (same formula, charge and spin) = 729.1 kJ/mol
HOMO energy = -8.96 eV